# 1
This record from the Open Molecules 2025 dataset describes 6 unconnected molecules or ions with the total composition C34H82N6O6 at a distorted geometry. The level of theory is ωB97M-V/def2-TZVPD.

The geometry in XYZ format:
```
128
Properties=species:S:1:pos:R:3:forces:R:3
C 22.51127 15.32864 -10.40187 -0.640 -0.937 -0.471
C 22.25914 16.77646 -10.15595 1.959 0.477 1.054
C 23.21105 17.68833 -10.98224 -0.084 1.341 -0.260
O 24.58450 17.88578 -10.58692 -0.258 -1.027 -0.611
C 25.42466 18.35064 -11.67011 -0.757 1.020 1.076
N 20.89394 17.22983 -10.30254 0.060 -0.255 -0.460
H 23.32646 14.94865 -9.78612 0.369 0.205 -0.465
H 22.67124 15.20960 -11.47348 0.272 -0.579 -0.005
H 21.66437 14.70896 -10.10715 -0.246 0.125 -0.097
H 22.52444 16.89400 -9.10527 0.000 0.573 0.156
H 22.66307 18.63023 -10.95742 0.396 0.870 0.566
H 23.16996 17.57782 -12.06585 0.023 -1.249 -0.275
H 26.27257 18.84727 -11.19838 0.034 -0.167 0.048
H 24.85922 19.13464 -12.17383 0.108 0.094 -0.393
H 25.81123 17.64759 -12.40794 -0.421 -0.603 0.248
H 20.89192 18.20121 -10.02592 -0.270 0.203 0.239
H 20.72847 17.26890 -11.29813 -0.536 -0.125 -0.378
C 22.72316 6.37157 -11.77222 -0.263 -0.188 0.039
C 22.08395 6.14159 -13.16337 0.283 -1.177 2.657
C 22.69283 4.90639 -13.86477 0.868 0.922 -1.602
O 24.15533 4.93066 -14.04350 -1.235 0.020 -0.179
C 24.73918 5.85871 -14.95197 -0.197 1.133 0.458
N 20.64685 5.93495 -12.95578 -0.850 0.281 -0.630
H 22.53730 5.56251 -11.06586 0.126 -0.585 -0.360
H 22.18417 7.17772 -11.27449 0.359 0.625 -0.190
H 23.79910 6.53741 -11.82650 -0.069 0.265 0.041
H 22.23731 7.08412 -13.68892 0.113 -0.301 -0.677
H 22.14054 4.88226 -14.80418 0.439 0.085 -0.824
H 22.48546 3.89479 -13.51580 0.023 0.399 1.134
H 24.47888 5.80088 -16.00885 -0.248 -0.873 -0.138
H 25.82397 5.83903 -14.84726 -0.029 -0.618 0.026
H 24.50651 6.89964 -14.72746 -0.385 0.141 0.444
H 20.24466 6.38755 -12.14738 0.413 0.137 -0.007
H 20.21236 5.02535 -13.01850 0.686 -0.185 -0.204
C 17.08460 9.81849 -13.22976 -0.170 -1.521 1.607
C 18.13282 10.42486 -12.28924 -0.379 0.484 -1.374
C 19.01628 9.36865 -11.51944 -0.793 1.833 0.097
O 18.42437 9.13065 -10.22841 1.482 -0.051 -1.619
C 19.29496 8.24578 -9.51316 -2.659 0.695 1.440
N 18.81534 11.43407 -13.14829 1.379 -0.385 1.013
H 16.44789 10.57865 -13.68236 0.089 -0.174 -0.089
H 16.48325 9.13263 -12.63304 -0.633 0.113 0.069
H 17.53399 9.12163 -13.93725 0.259 0.498 -0.466
H 17.64673 11.12564 -11.61047 -0.226 -0.894 0.831
H 20.00417 9.80355 -11.36773 0.201 0.181 0.049
H 19.18852 8.41729 -12.02275 -0.404 -0.060 -0.478
H 18.70405 8.27418 -8.59767 0.591 -0.650 0.659
H 20.27691 8.64480 -9.25890 0.215 -0.143 -0.663
H 19.19496 7.22664 -9.88660 0.724 -0.033 -0.304
H 19.63602 11.04258 -13.58798 -0.194 0.079 -0.432
H 18.13209 11.75740 -13.81817 0.426 -0.035 -0.270
C 24.17999 9.70256 -19.24815 1.291 0.993 -0.050
C 22.86690 10.35771 -18.84014 0.982 1.733 -0.117
C 21.86640 10.51452 -19.97495 -0.607 1.012 0.347
O 22.18129 11.57120 -20.91383 0.048 -1.008 -0.053
C 21.08285 11.84686 -21.78887 0.346 0.275 -0.452
N 22.43585 9.57983 -17.69853 -0.656 -1.235 -0.774
H 24.94951 9.80169 -18.48258 -0.432 -0.166 0.749
H 24.72933 10.25542 -20.01017 -0.612 -0.179 -0.812
H 24.13596 8.63560 -19.46665 -0.375 0.058 -0.286
H 23.00983 11.39665 -18.54306 0.622 0.069 0.379
H 20.95863 10.94916 -19.55644 -0.547 -1.025 0.521
H 21.75718 9.50765 -20.37788 -0.513 0.090 -0.857
H 20.43591 10.99353 -21.99232 0.399 -0.374 -0.127
H 21.51238 12.25236 -22.70493 0.071 -0.418 -0.162
H 20.38293 12.63075 -21.49950 0.173 0.226 0.992
H 21.59466 9.80631 -17.18743 -0.129 0.919 -0.203
H 22.16000 8.73684 -18.18163 0.020 -1.033 0.478
C 22.50427 10.50191 -12.83322 -0.432 0.230 -2.008
C 22.87857 11.19072 -14.26442 -0.019 0.354 1.950
C 23.30089 12.65895 -13.97110 2.476 -0.334 0.794
C 24.78311 12.75842 -13.38427 -0.729 -0.557 -1.149
C 25.82901 11.84674 -14.16312 -0.777 0.392 1.775
C 25.38709 10.39749 -14.50891 -0.330 -0.315 0.314
N 23.95693 10.37333 -14.90449 0.060 2.903 -0.977
O 23.50632 9.11837 -15.24911 0.166 -0.931 0.920
C 26.36333 9.85530 -15.59602 -1.825 0.595 -0.891
C 25.57574 9.50982 -13.27234 0.261 0.532 1.763
C 21.59497 11.37133 -15.16054 1.908 -1.069 0.647
H 22.03429 9.56308 -13.12616 0.465 -0.553 0.202
H 21.69789 10.97494 -12.27277 0.269 0.691 -0.023
H 23.39794 10.35723 -12.22618 -0.299 0.003 -0.035
H 23.25575 13.32963 -14.82915 -0.191 -0.287 -0.331
H 22.63882 13.04710 -13.19708 -0.213 0.018 -0.180
H 24.74331 12.60719 -12.30555 0.117 -0.797 0.015
H 25.16291 13.77976 -13.41135 -0.157 0.187 -0.430
H 26.60542 11.70795 -13.41079 0.446 0.000 -0.219
H 26.30450 12.41748 -14.96078 -0.423 -0.233 -0.437
H 27.39201 10.15777 -15.39997 -0.046 -0.522 0.260
H 26.16437 8.80600 -15.81393 0.606 -0.281 0.636
H 26.08940 10.28634 -16.55896 0.051 0.594 -0.116
H 26.54474 9.01642 -13.19693 0.021 -0.118 -0.341
H 25.56307 10.18014 -12.41292 0.156 0.162 0.310
H 24.79499 8.81566 -12.96143 -0.085 -0.304 -0.967
H 21.11414 10.39407 -15.20358 -0.498 0.173 -0.134
H 21.97894 11.64449 -16.14342 -0.291 0.173 -0.068
H 20.98829 12.16644 -14.72709 -0.122 -0.236 -0.130
H 23.50620 9.18427 -16.20685 -0.523 -0.264 -0.812
C 24.27851 16.05446 -20.87179 -0.167 1.353 0.431
C 24.94263 15.73278 -19.50362 -0.537 0.394 0.705
C 24.63029 14.26395 -19.22965 1.643 -1.416 1.026
C 25.48584 13.71720 -17.97811 -0.939 -0.096 -1.677
C 26.94974 13.81234 -18.46006 -1.590 -2.061 1.129
C 27.41372 15.15524 -18.72360 0.411 3.046 0.906
N 26.43096 15.84498 -19.63183 -0.024 -2.303 0.652
O 26.94375 17.03893 -20.14523 -0.826 0.275 -0.090
C 27.64371 15.94321 -17.34534 -1.029 1.210 -1.005
C 28.77622 15.06427 -19.43881 0.203 0.516 -0.437
C 24.27275 16.63157 -18.38853 0.355 0.438 0.155
H 23.22739 15.76754 -20.90181 0.118 -0.705 0.126
H 24.15456 17.13028 -20.99561 0.479 0.310 0.022
H 24.80882 15.70900 -21.75923 0.056 -0.437 0.240
H 23.59849 13.91860 -19.29448 -0.386 0.846 0.710
H 25.00956 13.72962 -20.10071 0.437 -0.179 -0.082
H 25.21495 14.15251 -17.01624 0.375 0.919 -0.139
H 25.24781 12.68201 -17.73352 -0.047 -0.385 -0.598
H 27.01314 13.26780 -19.40216 -0.027 -0.377 0.086
H 27.59029 13.33166 -17.72064 0.269 -0.023 -0.098
H 28.42731 16.67962 -17.52360 1.033 -0.796 0.689
H 27.55036 15.38537 -16.41357 1.242 -0.522 -0.217
H 26.91895 16.71233 -17.07835 -1.118 -0.134 -0.804
H 29.64896 14.75401 -18.86421 -0.446 -0.110 0.777
H 29.05081 16.05499 -19.80099 -0.069 -0.081 -0.246
H 28.76105 14.34924 -20.26137 -0.346 0.175 -0.275
H 24.44042 17.69362 -18.56761 -0.232 0.083 -0.541
H 23.21070 16.44885 -18.22498 -0.255 -0.038 -0.831
H 24.59587 16.57628 -17.34900 0.865 -0.831 -0.104
H 26.83872 16.79304 -21.06724 0.480 0.800 -0.447
```
Positions in Å, forces in eV/Å.

**Net charge**: 0
**Gap between HOMO and LUMO**: 8.30 eV
**HOMO energy**: -7.9 eV
**Spin multiplicity**: 1
**F_max**: 3.2 eV/A

# 2
This record from the Open Molecules 2025 dataset describes C6H7NO2 in the gas phase at a distorted geometry. The level of theory is ωB97M-V/def2-TZVPD.

The geometry in XYZ format:
```
16
Properties=species:S:1:pos:R:3:forces:R:3
C 3.21000 0.18719 -0.25605 -1.769 12.235 7.702
C 0.83857 0.61958 -0.39475 -1.599 5.526 -2.799
C -0.59053 0.35400 -0.18884 1.046 1.836 0.254
C -1.48070 1.23614 0.36653 -3.194 -9.581 -4.188
C -2.74380 0.31986 0.35486 -1.904 4.054 1.220
C -2.39719 -0.78249 -0.28424 -1.043 -1.067 0.007
H 3.27857 1.28535 -0.88103 -0.128 -3.117 1.856
H 3.89159 0.26092 0.67690 -1.370 -0.617 -1.781
H 3.28294 -0.46854 -0.85506 2.290 -9.046 -7.774
H 1.23180 1.66296 -0.88884 -1.485 -2.814 0.967
H -1.36755 1.95492 0.97124 1.141 5.756 3.863
H -3.91156 0.62666 0.70532 3.792 -1.029 -1.011
H -3.04696 -1.61456 -0.50344 0.459 -0.217 -0.259
N 1.75210 -0.02169 0.12824 2.909 -4.159 3.135
O 1.51018 -1.07070 0.90819 0.944 1.678 -1.312
O -1.09039 -0.82449 -0.62168 -0.089 0.563 0.121
```
Positions in Å, forces in eV/Å.

**Net charge**: 0
**Gap between HOMO and LUMO**: 9.19 eV
**HOMO energy**: -8.6 eV
**Spin multiplicity**: 1
**F_max**: 14.6 eV/A

# 3
This record from the Open Molecules 2025 dataset describes 4 unconnected molecules or ions with the total composition C29H65N3O at a distorted geometry. The level of theory is ωB97M-V/def2-TZVPD.

The geometry in XYZ format:
```
98
Properties=species:S:1:pos:R:3:forces:R:3
C 1.61128 1.64359 -0.46493 1.149 -0.261 -0.231
C 0.13921 1.80512 -0.24760 -0.033 -1.145 0.264
O -0.46293 0.63015 0.11336 -0.262 -0.631 0.260
H 1.71690 1.14538 -1.42863 0.419 -0.084 -0.210
H 2.09879 0.98632 0.25510 -0.118 -0.027 0.379
H 2.15976 2.58545 -0.47843 0.091 0.099 -0.142
H -0.16454 2.12271 -1.24508 -0.807 0.752 -0.093
H -0.00201 2.61294 0.47043 -0.382 0.561 0.187
C 1.78351 3.94488 -3.08291 -0.188 -0.748 -1.433
C 0.94848 3.36182 -4.32441 0.156 0.412 1.175
C -0.08264 2.31103 -3.81197 -1.335 1.415 -0.813
N -1.26408 1.96734 -4.81983 0.527 -0.200 -1.057
C -0.73026 1.05572 -5.93319 0.522 -1.264 1.225
C -0.34830 -0.38576 -5.32966 -2.509 0.204 0.058
C -1.61928 -0.94123 -4.57518 1.409 0.186 2.367
C -2.13854 0.02110 -3.43216 -0.375 0.256 -1.408
C -2.50494 1.31162 -4.15386 0.944 0.265 0.933
C -1.84959 3.24681 -5.47563 0.605 -1.266 0.279
H 2.25484 4.86942 -3.41632 -0.108 0.025 0.089
H 2.59359 3.26189 -2.82717 -0.154 -0.038 0.147
H 1.17550 4.13710 -2.19890 -0.092 -0.046 -0.177
H 1.63158 3.02812 -5.10551 0.065 -0.504 0.228
H 0.47967 4.23341 -4.78122 -0.492 -0.156 0.169
H -0.66872 2.79677 -3.03181 0.320 -0.098 0.287
H 0.35948 1.39854 -3.41199 -0.188 0.052 -0.311
H 0.15316 1.48297 -6.40768 -0.169 0.396 0.195
H -1.55289 1.05177 -6.64829 0.182 -0.600 -0.155
H 0.48262 -0.44193 -4.62645 0.027 0.853 0.031
H -0.05969 -1.13537 -6.06647 -0.202 0.497 -0.592
H -1.31171 -1.79056 -3.96516 0.231 -0.494 -0.576
H -2.45698 -1.29812 -5.17435 0.135 0.423 -0.305
H -1.58072 0.27661 -2.53124 1.263 -0.247 -0.336
H -2.96065 -0.47186 -2.91330 -0.730 0.259 -0.612
H -2.82043 2.09514 -3.46490 -0.445 -0.095 -0.076
H -3.22478 1.13080 -4.95214 0.036 0.211 0.046
H -1.16044 3.55064 -6.26358 0.108 0.565 0.552
H -2.08462 3.92126 -4.65225 0.424 0.349 -0.383
H -2.78098 3.01397 -5.99178 0.014 -0.384 0.229
C 3.12686 -0.68109 3.44473 0.441 0.282 -0.452
C 1.79121 -0.71780 4.12712 -1.389 1.542 -1.288
C 1.00897 0.62212 3.73104 0.985 -1.201 2.022
N -0.34079 0.83869 4.45212 -0.247 2.857 1.429
C -0.22891 1.62966 5.83707 0.688 2.302 -2.413
C 0.20044 3.11814 5.60139 1.611 -0.021 0.092
C -0.43661 3.99149 4.48246 -0.866 -1.783 0.500
C -0.55166 3.16739 3.18770 0.912 -0.593 -0.157
C -1.12170 1.74216 3.47557 -0.964 0.655 0.271
C -1.09680 -0.37871 4.84529 2.028 -0.873 -0.780
H 3.71620 -1.53455 3.77998 0.208 0.141 -0.231
H 3.67070 0.25144 3.59543 0.158 -0.086 0.393
H 2.96644 -0.71574 2.36716 0.158 -0.245 -0.127
H 1.92332 -0.89790 5.19398 -0.486 0.058 -0.041
H 1.23703 -1.48127 3.58113 -0.169 -0.605 0.806
H 0.86546 0.69162 2.65276 -0.403 -0.326 -0.042
H 1.65770 1.45420 4.00473 -0.289 0.156 0.131
H 0.50653 1.16082 6.49083 -0.329 -0.287 -0.152
H -1.19711 1.82981 6.29600 -0.354 -1.419 -0.238
H 1.27939 3.17330 5.45664 0.224 -0.232 -0.121
H 0.09699 3.50739 6.61425 -0.281 0.568 -0.096
H 0.02586 4.96831 4.34089 0.259 -0.287 0.161
H -1.46706 4.16483 4.79270 -0.192 0.331 -0.020
H 0.33980 3.06653 2.56864 0.704 -0.013 0.626
H -1.12405 3.74020 2.45807 -0.916 -0.511 0.186
H -1.26685 1.12553 2.58854 0.047 0.230 -0.288
H -2.07934 1.94731 3.95404 -0.231 -0.462 0.092
H -0.45988 -0.85664 5.58961 -0.111 -0.074 0.153
H -0.96754 -1.00555 3.96299 -1.224 -0.369 0.087
H -2.06655 -0.23008 5.32026 -0.016 0.351 -0.792
C -2.93608 -2.61996 1.95991 0.504 0.488 0.301
C -2.06578 -2.72385 0.68956 0.616 0.835 -0.824
C -0.50878 -2.72530 0.85145 -0.905 -1.448 0.404
N 0.26218 -3.20123 -0.38999 1.266 0.737 -2.255
C 1.75161 -2.61520 -0.24981 -0.783 0.487 -0.220
C 2.43781 -3.28763 0.90050 -1.432 0.971 0.365
C 2.60291 -4.70358 0.53014 -0.226 -2.118 0.366
C 1.23782 -5.46312 0.23719 0.449 1.335 0.679
C 0.30382 -4.75536 -0.70023 -0.728 1.899 0.926
C -0.30743 -2.58220 -1.72563 0.658 -0.165 1.431
H -2.77112 -3.35875 2.74418 0.146 -0.450 -0.361
H -4.00708 -2.58343 1.76057 0.121 -0.301 -0.403
H -2.76039 -1.67576 2.47538 0.254 0.253 -0.175
H -2.20956 -1.83200 0.07961 -0.495 0.289 0.179
H -2.38993 -3.51290 0.01101 0.039 -0.493 0.359
H -0.26413 -3.41352 1.66053 0.175 -0.163 -0.086
H -0.11424 -1.74928 1.13397 -0.185 0.264 -0.452
H 1.67165 -1.52968 -0.19187 -0.500 0.044 0.207
H 2.35050 -2.80663 -1.14020 -0.554 -0.364 -0.399
H 1.77368 -3.21528 1.76179 -0.015 -0.050 0.264
H 3.34892 -2.81916 1.27266 0.159 0.097 -0.678
H 3.02159 -5.10869 1.45138 0.261 -0.917 -0.413
H 3.31321 -4.79660 -0.29139 0.046 -0.212 0.018
H 0.66441 -5.40493 1.16236 0.359 -0.704 0.430
H 1.32101 -6.49290 -0.11025 0.329 0.038 0.330
H -0.73839 -4.95652 -0.45233 0.026 -0.758 -0.380
H 0.47969 -4.91491 -1.76405 0.140 0.401 0.087
H -0.67797 -1.59290 -1.45718 0.512 0.299 -0.283
H -1.10663 -3.14204 -2.21140 -0.070 -0.456 0.722
H 0.54993 -2.64387 -2.39588 -0.158 0.585 -0.040
```
Positions in Å, forces in eV/Å.

**Net charge**: +2
**Gap between HOMO and LUMO**: 7.51 eV
**HOMO energy**: -11.2 eV
**Spin multiplicity**: 1
**F_max**: 3.4 eV/A